(P)
This record from the Open Molecules 2025 dataset describes a single C22H27N3O4 molecule. The level of theory is ωB97M-V/def2-TZVPD.

Structure (ORCA input):
```
! RIJCOSX wB97M-V def2-TZVPD def2/J DEFGRID3
* xyz 0 1
C -4.056 -0.151 2.506
C -3.636 -0.963 1.288
C -3.966 -0.258 -0.036
C -3.161 0.994 -0.217
C -3.721 2.176 0.136
C -3.042 3.446 0.045
O -3.492 4.513 0.383
O -1.773 3.410 -0.468
C -1.185 2.261 -0.863
C 0.095 2.401 -1.389
C 0.785 1.296 -1.848
C 2.149 1.446 -2.438
C 0.185 0.043 -1.743
C -1.070 -0.123 -1.182
O -1.632 -1.351 -0.991
C -0.907 -2.527 -1.312
C -1.803 -3.712 -0.957
C 0.412 -2.640 -0.533
O 1.377 -3.216 -0.984
N 0.370 -2.084 0.697
C 1.581 -1.837 1.448
C 2.292 -0.597 0.900
C 3.552 -0.216 1.680
N 4.227 0.857 1.003
C 5.235 0.735 0.088
C 5.459 1.989 -0.399
N 4.606 2.871 0.185
C 3.883 2.168 1.010
C -1.813 1.004 -0.743
H -3.547 0.810 2.528
H -3.815 -0.688 3.420
H -5.128 0.031 2.491
H -2.564 -1.160 1.336
H -4.151 -1.926 1.301
H -5.025 0.007 -0.029
H -3.785 -0.943 -0.861
H -4.730 2.224 0.515
H 0.526 3.387 -1.436
H 2.084 1.957 -3.398
H 2.621 0.480 -2.596
H 2.782 2.050 -1.790
H 0.731 -0.815 -2.102
H -0.671 -2.556 -2.385
H -1.282 -4.637 -1.184
H -2.723 -3.667 -1.533
H -2.049 -3.688 0.102
H -0.442 -1.533 0.936
H 1.321 -1.710 2.501
H 2.222 -2.714 1.335
H 1.601 0.251 0.900
H 2.572 -0.798 -0.136
H 4.228 -1.072 1.745
H 3.292 0.104 2.693
H 5.698 -0.207 -0.124
H 6.175 2.314 -1.127
H 3.109 2.565 1.636
*
```

Properties
SMILES = CCCc1cc(=O)oc2cc(C)cc(O[C@H](C)C(=O)NCCCn3ccnc3)c12

Atom charges from the Mulliken analysis, given in e for atoms 1 to 6: C -1.487; C 0.515; C -1.104; C 0.890; C -0.498; C 0.020

---

(Q)
This record from the Open Molecules 2025 dataset describes a single C22H27N3O4 molecule. The level of theory is ωB97M-V/def2-TZVPD.

Structure (ORCA input):
```
! RIJCOSX wB97M-V def2-TZVPD def2/J DEFGRID3
* xyz 0 1
C -2.640 -0.728 2.833
C -3.606 -1.467 1.909
O -3.209 -2.782 1.570
C -2.029 -2.928 0.803
C -2.297 -3.210 -0.686
C -3.092 -2.115 -1.394
N -2.438 -0.831 -1.290
C -2.344 0.052 -2.286
O -2.766 -0.103 -3.414
C -1.612 1.351 -1.858
N -0.195 1.082 -1.657
C 0.332 0.427 -0.601
O -0.341 -0.018 0.320
C 1.814 0.310 -0.613
C 2.483 0.320 0.609
C 3.857 0.220 0.673
C 4.595 0.083 -0.501
N 5.984 -0.027 -0.516
C 6.866 0.015 0.532
C 8.300 -0.145 0.073
O 6.549 0.163 1.687
C 3.926 0.042 -1.726
C 2.553 0.158 -1.783
C -2.260 1.979 -0.640
C -3.622 1.813 -0.416
C -4.224 2.374 0.696
C -3.474 3.110 1.596
C -2.123 3.301 1.365
C -1.521 2.747 0.250
H -2.393 -1.349 3.691
H -3.114 0.187 3.181
H -1.724 -0.456 2.316
H -3.784 -0.856 1.014
H -4.563 -1.614 2.419
H -1.373 -2.061 0.914
H -1.504 -3.796 1.220
H -1.331 -3.342 -1.177
H -2.859 -4.141 -0.771
H -3.202 -2.344 -2.457
H -4.094 -2.056 -0.952
H -1.985 -0.599 -0.411
H -1.690 2.045 -2.703
H 0.433 1.409 -2.372
H 1.902 0.415 1.514
H 4.364 0.242 1.622
H 6.385 -0.146 -1.437
H 8.568 0.656 -0.614
H 8.956 -0.107 0.937
H 8.430 -1.100 -0.433
H 4.491 -0.087 -2.639
H 2.062 0.093 -2.744
H -4.215 1.247 -1.119
H -5.282 2.231 0.860
H -3.941 3.538 2.471
H -1.533 3.885 2.055
H -0.467 2.910 0.080
*
```

Properties
SMILES = CCOCCCNC(=O)[C@H](NC(=O)c1ccc(NC(C)=O)cc1)c1ccccc1

Atom charges from the Mulliken analysis, given in e for atoms 1 to 6: C -0.847; C 0.165; O -0.457; C -0.130; C -0.627; C -0.877

---

The structure with the least stability is (P).

---

(P)
This record from the Open Molecules 2025 dataset describes C36H47FN7O11SiY as an isolated structure. The level of theory is ωB97M-V/def2-TZVPD.

Structure (ORCA input):
```
! RIJCOSX wB97M-V def2-TZVPD def2/J DEFGRID3
* xyz 0 1
Y 0.169 -2.777 -0.186
O -0.134 -3.320 3.919
C -1.687 -2.379 2.420
O -1.061 -3.083 1.513
C -1.996 -0.916 2.006
O -1.083 -0.506 0.996
C 0.043 0.226 1.493
C 1.131 -0.688 2.081
O 1.664 -0.346 3.112
O 1.314 -1.775 1.407
H 0.648 -3.069 3.391
H -1.908 -0.274 2.883
H -3.003 -0.809 1.601
H -0.279 0.974 2.212
H 0.167 0.428 -0.526
C 0.957 -5.947 1.924
C 2.054 -5.217 1.199
C 3.383 -5.417 1.489
C 4.338 -4.694 0.769
C 3.964 -3.816 -0.216
C 2.594 -3.663 -0.509
N 1.681 -4.367 0.226
N 2.039 -2.820 -1.436
Si 2.852 -2.478 -2.932
C 3.860 -3.944 -3.507
C 1.559 -2.174 -4.236
C 3.969 -0.988 -2.845
H 0.968 -7.004 1.649
H -0.021 -5.544 1.669
H 1.095 -5.886 3.004
H 3.670 -6.111 2.268
H 5.389 -4.817 1.002
H 4.693 -3.224 -0.749
H 3.275 -4.867 -3.448
H 4.775 -4.093 -2.932
H 4.145 -3.794 -4.552
H 0.882 -3.029 -4.325
H 2.043 -2.023 -5.207
H 0.966 -1.288 -4.006
H 4.804 -1.148 -2.156
H 3.431 -0.095 -2.513
H 4.391 -0.781 -3.834
F -5.766 -6.043 3.567
C -4.859 -5.115 3.299
C -4.675 -4.669 2.057
N -3.734 -3.683 1.770
C -3.483 -3.363 0.342
C -2.414 -4.301 -0.244
O -2.443 -5.465 0.100
O -1.596 -3.718 -1.059
C -2.947 -3.236 2.734
O -0.971 -2.193 3.668
N -3.136 -3.646 3.973
C -4.071 -4.620 4.418
O -4.145 -4.940 5.569
H -5.248 -5.050 1.226
H -3.180 -2.329 0.251
H -4.424 -3.497 -0.189
H -2.484 -3.279 4.665
C -3.031 -0.841 -2.403
C -1.671 -1.182 -2.983
O -0.632 -0.366 -2.438
C -0.681 0.986 -2.939
C 0.707 1.491 -3.250
H -3.740 -1.646 -2.609
H -3.438 0.084 -2.815
H -2.948 -0.717 -1.319
H -1.662 -1.076 -4.071
H -1.422 -2.216 -2.756
H -1.177 1.624 -2.206
H -1.292 0.990 -3.846
H 1.402 1.277 -2.436
H 0.679 2.576 -3.369
H 1.094 1.046 -4.169
C 0.993 11.059 -0.031
C 0.254 9.766 0.200
C 0.593 8.603 -0.481
C -0.104 7.415 -0.295
C -1.154 7.359 0.616
N -1.914 6.192 0.849
C -1.564 4.854 0.728
O -2.427 4.001 0.627
N -0.220 4.618 0.775
C 0.456 3.389 0.646
C 1.818 3.394 0.991
C 2.544 2.256 0.620
C 1.975 1.124 0.135
N 0.507 0.988 0.262
C -0.175 2.294 0.129
C -1.498 8.517 1.310
C -0.812 9.699 1.093
H 1.954 10.883 -0.515
H 1.179 11.582 0.907
H 0.417 11.731 -0.672
H 1.414 8.622 -1.189
H 0.165 6.540 -0.872
H -2.903 6.310 0.994
H 0.372 5.398 1.010
H 2.294 4.274 1.399
H 3.628 2.267 0.675
H 2.488 0.223 -0.161
H -1.228 2.234 -0.084
H -2.306 8.482 2.033
H -1.101 10.586 1.647
*
```

Atom charges from the Mulliken analysis, given in e for atoms 1 to 6: Y 0.794; O -0.351; C 1.970; O -0.061; C -2.401; O 0.058

---

(Q)
This record from the Open Molecules 2025 dataset describes C36H47FN7O11SiY as an isolated structure. The level of theory is ωB97M-V/def2-TZVPD.

Structure (ORCA input):
```
! RIJCOSX wB97M-V def2-TZVPD def2/J DEFGRID3
* xyz 0 1
Y -0.122 1.030 1.214
O -3.656 1.546 1.798
C -3.374 0.761 0.784
O -2.473 -0.065 0.767
C -4.257 0.981 -0.430
O -3.472 1.174 -1.588
C -3.027 2.514 -1.755
C -2.146 3.056 -0.628
O -2.306 4.198 -0.248
O -1.263 2.207 -0.176
H -3.041 1.311 2.533
H -4.834 0.070 -0.580
H -4.934 1.818 -0.250
H -2.440 2.521 -2.675
H -3.870 3.194 -1.864
C 2.933 0.208 -1.565
C 3.109 -0.190 -0.126
C 4.207 -0.934 0.255
C 4.368 -1.255 1.603
C 3.463 -0.805 2.531
C 2.368 -0.024 2.098
N 2.192 0.228 0.767
N 1.418 0.535 2.883
Si 1.670 1.059 4.518
C 1.466 -0.221 5.876
C 3.429 1.695 4.747
C 0.446 2.445 4.813
H 3.900 0.449 -2.008
H 2.280 1.073 -1.660
H 2.499 -0.608 -2.148
H 4.932 -1.246 -0.487
H 5.216 -1.852 1.919
H 3.569 -1.027 3.588
H 1.795 -1.221 5.571
H 0.431 -0.295 6.231
H 2.081 0.079 6.731
H 4.072 0.923 5.183
H 3.431 2.551 5.434
H 3.899 2.016 3.810
H -0.498 2.066 5.213
H 0.217 2.963 3.880
H 0.842 3.185 5.519
F -3.201 -3.398 7.697
C -2.738 -3.511 6.451
C -2.076 -2.516 5.872
N -1.563 -2.609 4.591
C -0.933 -1.447 3.991
C -1.917 -0.305 3.758
O -3.032 -0.358 4.246
O -1.436 0.710 3.110
C -1.750 -3.738 3.825
O -1.325 -3.866 2.686
N -2.449 -4.741 4.458
C -2.995 -4.755 5.749
O -3.593 -5.716 6.170
H -1.909 -1.584 6.394
H -0.485 -1.758 3.060
H -0.131 -1.087 4.632
H -2.599 -5.572 3.910
C 1.373 3.884 -1.153
C 0.853 4.389 0.180
O 1.052 3.421 1.233
C 2.356 3.527 1.828
C 2.463 4.685 2.800
H 1.218 4.647 -1.920
H 0.832 2.987 -1.458
H 2.441 3.654 -1.116
H -0.208 4.589 0.140
H 1.364 5.309 0.467
H 3.105 3.611 1.037
H 2.523 2.588 2.340
H 2.528 5.650 2.295
H 3.365 4.561 3.406
H 1.599 4.700 3.466
C -1.600 -3.766 -9.994
C -1.145 -2.755 -8.972
C -1.898 -2.490 -7.833
C -1.501 -1.535 -6.905
C -0.308 -0.843 -7.082
N 0.134 0.140 -6.161
C 0.187 0.099 -4.784
O 0.469 1.094 -4.138
N -0.078 -1.131 -4.228
C -0.218 -1.425 -2.860
C -0.449 -2.742 -2.476
C -0.607 -3.039 -1.135
C -0.525 -2.017 -0.212
N -0.287 -0.758 -0.575
C -0.147 -0.461 -1.865
C 0.451 -1.093 -8.220
C 0.029 -2.027 -9.153
H -2.215 -4.541 -9.537
H -0.750 -4.247 -10.479
H -2.198 -3.289 -10.775
H -2.830 -3.022 -7.674
H -2.137 -1.307 -6.056
H 0.545 0.979 -6.533
H -0.163 -1.909 -4.859
H -0.510 -3.522 -3.229
H -0.810 -4.045 -0.792
H -0.691 -2.234 0.832
H -0.005 0.575 -2.125
H 1.380 -0.552 -8.373
H 0.633 -2.203 -10.037
*
```

Atom charges from the Mulliken analysis, given in e for atoms 1 to 6: Y 1.057; O -0.536; C 0.545; O -0.527; C -0.716; O -0.341

---

The structure with the least stability is (P).

---

(P)
This record from the Open Molecules 2025 dataset describes a single C7H7NOS molecule. The level of theory is ωB97M-V/def2-TZVPD.

Structure (ORCA input):
```
! RIJCOSX wB97M-V def2-TZVPD def2/J DEFGRID3
* xyz 0 1
C -0.474 -2.391 -0.024
C -0.352 -1.053 0.085
C -0.851 -0.235 1.193
C -0.915 1.152 1.140
C -0.735 1.859 -0.120
C -0.337 1.105 -1.168
C 0.151 -0.228 -1.016
S 2.176 0.115 -0.201
N 3.231 -0.872 0.083
O 2.111 1.447 0.354
H -0.678 -2.935 0.881
H -0.231 -2.761 -0.951
H -1.210 -0.782 2.160
H -1.217 1.847 1.883
H -1.000 2.970 -0.310
H -0.211 1.636 -2.217
H 0.541 -0.874 -1.772
*
```

Properties
SMILES = C=C1C=CC=C[C@H]1S(#N)=O

Atom charges from the Mulliken analysis, given in e for atoms 1 to 6: C -1.004; C 0.690; C -0.311; C -0.478; C -0.041; C -0.449

---

(Q)
This record from the Open Molecules 2025 dataset describes a single C7H7NOS molecule. The level of theory is ωB97M-V/def2-TZVPD.

Structure (ORCA input):
```
! RIJCOSX wB97M-V def2-TZVPD def2/J DEFGRID3
* xyz 0 1
S 1.629 -1.719 -0.660
C 1.018 -0.314 0.691
C 1.583 1.001 0.415
C 0.809 1.958 -0.121
C -0.550 1.701 -0.537
C -1.130 0.486 -0.292
O -2.212 -0.086 -0.711
C -2.228 -1.350 -0.158
C -1.109 -1.590 0.558
N -0.349 -0.500 0.565
H 2.365 -1.089 -1.698
H 1.473 -0.657 1.632
H 2.507 1.115 0.798
H 1.113 2.930 -0.217
H -1.128 2.581 -0.950
H -3.139 -1.964 -0.278
H -0.652 -2.503 0.963
*
```

Properties
SMILES = S[C@H]1C=CC=C2OC=CN21

Atom charges from the Mulliken analysis, given in e for atoms 1 to 6: S -0.349; C 0.277; C -1.150; C -0.034; C -0.761; C 0.345

---

The structure with the least stability is (P).